Entry from the OMol25 dataset: the molecule C5H8N2 at a distorted geometry (ωB97M-V/def2-TZVPD).

For the LUMO energy, the calculation gives 0.47 eV. The value obtained for the total energy is -304.7065 Ha. The HOMO-LUMO gap comes out at 9.1 eV.

The geometry in XYZ format:
```
15
Properties=species:S:1:pos:R:3:forces:R:3
C 1.7913 -1.6797 -1.1843 -0.4 -0.1 0.0
N 0.7990 -0.8771 -0.3946 -0.7 0.4 0.5
C 1.2571 0.2456 0.1130 -0.4 0.0 0.0
N 0.4516 1.1432 0.6823 -0.1 0.2 -0.1
C -0.8226 0.7281 0.5462 -0.4 0.3 -0.1
C -2.0068 1.5910 0.9480 0.2 0.2 0.2
C -1.1858 -0.4014 -0.0780 1.9 -0.9 -0.3
H 1.6121 -1.6267 -2.2640 -0.3 0.1 0.2
H 2.8344 -1.3266 -1.0399 -0.7 0.1 0.2
H 1.7905 -2.7345 -0.8943 -0.3 0.2 0.1
H 2.3266 0.4953 0.0674 -0.4 -0.2 -0.1
H -1.8311 1.9287 1.9668 -0.1 0.3 0.0
H -2.0417 2.4395 0.2603 0.0 0.1 0.2
H -2.9979 1.1105 0.9104 0.6 -0.1 -0.1
H -1.9768 -1.0358 0.3606 1.0 -0.5 -0.8
```
Forces are in eV/Å.